The following is a quantum chemistry calculation of 8 unconnected molecules or ions with the total composition C26H76F6N7O7P, from the Open Molecules 2025 dataset.

As for the total charge: +6. The value obtained for the total energy is -2884.5428 Ha. The value obtained for the HOMO energy is -21.069 eV. As for the gap between HOMO and LUMO: 7.981 eV.

```
123
Properties=species:S:1:pos:R:3:forces:R:3:lowdin_charge:R:1
C -0.629 -3.781 0.081 -1.05 -0.71 -0.96 -0.035
C -0.763 -4.864 1.161 0.92 -0.22 -1.00 -0.296
C -1.312 -4.505 2.510 -0.24 0.18 0.36 -0.221
O -0.985 -5.570 3.343 -0.17 -0.34 -0.08 -0.181
C -1.697 -5.616 4.591 0.16 0.40 0.34 -0.034
N -1.502 -6.113 0.689 -0.24 0.69 -0.50 0.244
H -2.481 -5.902 0.478 -0.09 -0.22 0.26 0.178
H -1.095 -6.461 -0.181 0.09 -0.29 0.17 0.177
H -1.446 -6.833 1.421 -0.03 0.04 0.04 0.185
H -0.174 -4.241 -0.804 0.60 0.11 0.30 0.084
H -0.047 -2.936 0.432 0.09 -0.06 0.05 0.074
H -1.551 -3.409 -0.387 -0.30 0.13 0.80 0.072
H 0.254 -5.265 1.194 0.03 0.16 0.90 0.164
H -2.404 -4.353 2.455 0.01 -0.01 -0.09 0.148
H -0.892 -3.557 2.872 0.12 -0.02 -0.13 0.133
H -2.664 -6.112 4.515 0.07 -0.11 -0.19 0.105
H -1.861 -4.602 4.969 0.04 -0.02 -0.04 0.092
H -1.049 -6.133 5.291 -0.12 -0.17 -0.01 0.107
C 2.503 -1.931 7.563 0.02 0.61 0.22 -0.015
C 2.163 -0.837 6.562 0.42 -0.18 0.61 -0.298
C 1.524 -1.263 5.247 0.05 0.51 -0.34 -0.159
O 1.087 -0.077 4.564 0.14 -0.73 0.09 -0.210
C 0.446 -0.353 3.323 -0.43 2.18 -0.08 -0.093
N 1.292 0.227 7.225 -0.68 0.49 -1.49 0.240
H 0.614 -0.072 7.929 0.47 -0.27 0.33 0.186
H 1.823 1.044 7.532 0.08 -0.25 0.49 0.185
H 0.718 0.578 6.440 0.05 0.19 0.15 0.151
H 1.631 -2.488 7.906 0.07 -0.34 -0.32 0.100
H 2.914 -1.456 8.458 0.08 0.00 -0.05 0.105
H 3.313 -2.535 7.162 -0.28 -0.38 0.01 0.106
H 3.102 -0.341 6.316 -0.17 0.32 -0.01 0.160
H 0.685 -1.957 5.362 0.06 -0.08 0.13 0.138
H 2.318 -1.695 4.633 -0.08 -0.46 0.20 0.143
H 0.436 0.612 2.802 0.21 -0.06 0.02 0.070
H -0.626 -0.504 3.477 0.13 -0.96 -0.04 0.098
H 0.972 -1.010 2.630 -0.05 -0.57 0.49 0.088
C -4.773 0.790 1.173 -0.52 0.58 -0.81 -0.028
C -4.981 -0.398 0.241 -0.24 0.74 1.44 -0.308
C -6.413 -0.679 -0.219 -0.81 0.73 -0.59 -0.225
O -7.300 -0.825 0.834 0.74 -0.27 0.18 -0.151
C -8.029 0.353 1.224 -0.66 -0.81 0.72 -0.041
N -4.121 -0.218 -0.985 -0.10 -0.86 -0.16 0.220
H -4.274 -1.039 -1.576 0.18 0.04 -0.05 0.158
H -4.448 0.578 -1.538 0.05 0.20 0.28 0.178
H -3.112 -0.126 -0.791 -0.32 0.08 0.10 0.098
H -3.723 0.903 1.441 -0.04 -0.24 0.36 0.074
H -5.439 0.645 2.020 0.38 -0.03 0.29 0.098
H -5.075 1.742 0.720 -0.07 -0.10 -0.12 0.101
H -4.674 -1.236 0.874 0.45 -0.42 -0.82 0.159
H -6.408 -1.588 -0.839 -0.08 -0.12 0.22 0.137
H -6.801 0.122 -0.875 0.42 0.07 -0.09 0.146
H -8.906 0.478 0.590 0.30 0.37 -0.35 0.111
H -7.400 1.229 1.353 -0.07 0.14 -0.38 0.078
H -8.438 0.096 2.202 0.11 0.09 0.02 0.111
C 0.855 4.026 2.272 -0.33 0.49 0.52 -0.030
C 0.696 5.288 1.442 0.15 0.33 -1.03 -0.267
C 2.002 5.760 0.818 0.55 0.20 0.48 -0.193
O 2.380 4.922 -0.250 -0.06 -0.09 -0.02 -0.213
C 3.290 5.576 -1.139 0.02 0.68 -0.15 -0.063
N -0.293 5.040 0.299 -0.07 -0.49 0.08 0.238
H -0.775 5.898 0.024 0.09 -0.01 -0.15 0.182
H 0.183 4.615 -0.507 0.26 0.28 0.00 0.138
H -0.992 4.360 0.599 -0.11 0.15 0.03 0.151
H 1.632 3.386 1.864 0.03 0.01 -0.01 0.082
H -0.067 3.451 2.381 -0.05 0.08 -0.14 0.078
H 1.108 4.345 3.283 0.27 -0.13 -0.04 0.106
H 0.308 6.198 1.897 -0.23 -0.51 0.84 0.164
H 2.765 5.728 1.607 -0.06 0.02 0.02 0.155
H 1.933 6.819 0.543 -0.12 -0.13 -0.39 0.147
H 4.013 6.231 -0.644 -0.11 -0.23 0.37 0.109
H 2.715 6.233 -1.799 0.15 -0.20 -0.25 0.100
H 3.877 4.840 -1.682 -0.27 -0.16 -0.10 0.081
C 3.966 1.582 -0.661 0.20 0.06 -0.04 -0.018
C 4.418 0.400 -1.498 0.44 0.27 -0.67 -0.299
C 5.799 -0.091 -1.154 0.23 -1.34 1.30 -0.183
O 5.766 -0.380 0.243 -0.19 0.69 -0.01 -0.210
C 7.067 -0.591 0.778 1.10 -0.32 -0.01 -0.065
N 3.476 -0.786 -1.367 -0.64 -0.33 -0.11 0.230
H 3.451 -1.285 -2.257 0.12 -0.11 0.07 0.170
H 3.806 -1.454 -0.661 0.23 0.30 0.16 0.171
H 2.495 -0.549 -1.136 0.37 0.22 0.05 0.121
H 4.833 2.186 -0.396 0.09 -0.16 0.08 0.109
H 3.523 1.224 0.268 -0.12 0.24 0.04 0.094
H 3.311 2.257 -1.210 -0.37 -0.24 0.14 0.064
H 4.423 0.637 -2.563 -0.14 0.08 0.01 0.152
H 6.575 0.618 -1.446 -0.09 0.15 0.07 0.155
H 6.033 -1.084 -1.565 0.00 0.41 -0.94 0.145
H 7.638 0.329 0.937 -0.42 0.21 -0.02 0.106
H 7.690 -1.192 0.104 -0.27 -0.12 -0.01 0.104
H 7.005 -1.123 1.722 -0.30 0.04 0.01 0.098
C -1.414 -3.438 -7.473 0.80 -0.63 0.95 0.058
C -1.701 -2.297 -6.565 -0.12 0.38 -1.31 -0.386
O -1.565 -1.143 -6.776 -0.03 0.09 0.55 0.187
N -2.210 -2.643 -5.145 -0.57 -0.61 0.38 0.086
H -3.069 -2.119 -4.950 0.36 0.56 -0.20 0.182
H -2.582 -3.599 -5.094 0.72 -0.23 -0.11 0.184
C -1.120 -2.334 -4.116 -1.87 -0.16 -0.17 0.037
H -0.559 -3.163 -8.088 -0.31 0.19 -0.37 0.122
H -2.266 -3.768 -8.066 -0.10 0.23 -0.06 0.133
H -1.063 -4.291 -6.879 -0.25 -0.08 -0.09 0.106
H -1.508 -2.700 -3.168 0.39 -0.28 0.05 0.086
H -1.132 -1.254 -4.030 0.70 0.06 -0.23 0.072
H -0.213 -2.823 -4.448 0.20 0.19 0.14 0.116
C 2.145 3.530 -4.634 -0.14 -1.69 -0.44 0.050
C 0.728 3.722 -4.225 0.27 1.60 -0.59 -0.388
O 0.294 4.261 -3.268 -0.09 -0.57 0.37 0.175
N -0.312 3.474 -5.342 -0.24 0.54 0.76 0.093
H -1.123 3.997 -4.990 -0.18 -0.33 -0.04 0.185
H -0.071 4.003 -6.191 0.36 -0.59 -0.20 0.204
C -0.635 2.010 -5.528 0.37 0.85 -0.11 0.033
H 2.226 2.803 -5.449 -0.15 0.28 -0.20 0.097
H 2.692 3.034 -3.834 0.19 0.72 0.30 0.092
H 2.565 4.468 -4.998 0.11 0.12 0.36 0.134
H 0.304 1.466 -5.569 0.00 -0.01 -0.39 0.098
H -1.202 1.969 -6.451 -0.15 -0.59 0.10 0.117
H -1.154 1.694 -4.628 -0.33 0.01 -0.17 0.096
P -0.472 0.771 -0.693 1.04 -0.22 0.52 0.219
F -1.366 -0.100 0.350 -0.18 0.30 -0.02 -0.163
F -1.657 1.853 -0.768 0.10 0.09 -0.49 -0.139
F 0.258 1.646 0.443 -0.59 -0.36 0.20 -0.144
F 0.476 1.510 -1.775 -0.55 -0.24 -0.25 -0.154
F 0.682 -0.400 -0.467 -0.16 0.14 -0.81 -0.195
F -1.178 -0.075 -1.943 0.33 0.14 0.50 -0.199
```
Forces are in eV/Å.